[1]
Entry from OMol25: a structure of composition C42H49GeN13NiO (ωB97M-V with the def2-TZVPD basis set).

XYZ file:
```
107
C42H49GeN13NiO | OMol25 | ωB97M-V with the def2-TZVPD basis set
Ge -1.117 -0.430 2.677
Ni 0.065 0.488 0.240
O 1.573 1.891 0.411
N 0.121 3.865 -2.440
N 1.308 3.984 1.299
N -0.003 -1.345 -5.838
N -1.686 4.207 -0.964
N -1.135 5.802 -2.486
N 3.324 3.344 0.360
N -1.307 1.976 -0.014
N 1.202 -1.268 0.456
N 0.658 0.301 2.816
N 0.190 0.357 -1.803
N -0.076 0.116 -3.963
N 1.693 -2.210 -6.843
N 1.090 -1.118 -6.629
C -1.915 -5.141 -0.394
C 1.602 5.407 1.184
C 4.207 3.958 1.353
C 0.430 -4.649 -0.165
C -0.702 0.166 -2.766
C 1.279 0.243 -3.746
C -4.354 2.185 2.637
C 4.022 2.515 -0.604
C 1.835 -0.409 2.580
C -2.383 0.912 3.225
C -3.444 2.349 4.854
C -1.100 -2.917 -0.791
C -0.936 -3.227 5.724
C -0.896 4.602 -1.960
C 2.815 0.013 3.443
C -2.177 0.068 -2.592
C -0.654 -0.215 -5.273
C -1.116 -2.109 3.595
C -0.904 -3.439 -4.703
C -1.201 -3.343 2.957
C -3.354 1.287 2.295
C 1.032 -3.224 -6.171
C 1.964 -1.330 1.486
C -1.152 -4.512 3.702
C -0.622 -5.557 -0.117
C -0.988 -2.056 4.985
C 0.948 1.166 3.852
C 0.199 -3.321 -0.496
C -2.154 -3.814 -0.735
C 0.141 3.684 2.110
C -0.609 -4.782 -4.625
C -1.466 3.028 -0.478
C -1.015 -4.454 5.081
C 1.431 0.387 -2.409
C -0.053 -2.671 -5.500
C 1.340 -2.336 -0.551
C -4.393 2.724 3.913
C -2.451 1.443 4.516
C 2.251 1.031 4.245
C 1.317 -4.589 -6.093
C 0.484 -5.353 -5.311
C 2.036 3.026 0.684
H 0.672 5.927 0.944
H -0.732 4.217 1.731
H 0.346 2.976 -2.018
H -0.618 6.168 -3.266
H 0.321 4.012 3.137
H -1.239 -5.423 -4.024
H 2.329 0.482 -1.829
H -1.760 -3.025 -4.187
H -2.734 -5.845 -0.349
H -1.287 -1.886 -1.066
H -1.266 -0.538 1.114
H -2.432 0.221 -1.546
H -2.547 -0.911 -2.901
H -1.321 -3.398 1.886
H 4.903 3.057 -0.945
H 2.320 5.584 0.390
H 2.286 -2.859 -0.392
H 4.343 1.562 -0.172
H -3.162 -3.486 -0.956
H -1.749 1.139 5.283
H 1.381 -1.877 -1.539
H -0.428 -6.591 0.135
H 3.386 2.328 -1.461
H 4.961 3.227 1.655
H 4.713 4.832 0.943
H 1.987 5.820 2.118
H 2.735 1.585 5.032
H -1.721 -0.388 -5.147
H 2.756 -2.077 1.550
H -1.228 -5.470 3.204
H 3.830 -0.351 3.466
H 0.716 4.203 -3.177
H 0.186 1.813 4.254
H -3.487 2.750 5.857
H -2.697 0.825 -3.180
H -0.839 -3.184 6.800
H 3.651 4.249 2.238
H 0.658 -6.417 -5.224
H -0.932 -1.106 5.504
H -0.975 -5.367 5.659
H -0.060 2.620 2.104
H 1.437 -4.981 0.057
H -1.928 6.318 -2.143
H -5.106 2.460 1.909
H -3.336 0.881 1.291
H -0.496 0.618 -5.956
H 2.153 -5.014 -6.630
H 1.986 0.191 -4.557
H -5.171 3.426 4.182
```

HOMO level (spin up / spin down)	-13.0 / -13.0	eV
spin multiplicity	3
energy relative to the best compared isomer or geometry (same formula, charge and spin)	0.000	eV
LUMO (spin up / spin down)	-4.5 / -5.5	eV
total charge	+2

[2]
Entry from OMol25: a structure of composition C42H49IrN4O8P2Te (ωB97M-V with the def2-TZVPD basis set).

XYZ file:
```
107
C42H49IrN4O8P2Te | OMol25 | ωB97M-V with the def2-TZVPD basis set
Ir -0.099 0.502 -0.104
Te 0.081 -1.737 -3.642
P -1.947 0.374 2.527
P -2.830 2.267 0.506
O -3.442 -0.231 2.744
O -2.275 1.859 1.989
O -1.842 1.700 -0.501
O -1.220 0.437 3.803
O -4.177 1.379 0.412
O -3.141 3.699 0.453
O 2.986 1.508 -1.414
O -1.420 -0.389 1.329
N 0.924 1.965 0.805
N 2.920 2.969 1.375
N 0.805 0.828 -1.702
N 2.799 0.679 1.419
C -1.652 -3.554 -5.478
C 0.638 -3.281 -6.222
C 3.312 -1.649 1.445
C -2.444 -0.218 -2.891
C 2.035 -2.738 -6.078
C 1.958 1.383 -2.097
C -2.768 -3.322 -4.499
C 0.352 -4.078 -7.325
C -0.618 5.866 0.568
C 5.152 3.857 1.387
C -0.608 0.286 -6.210
C 0.306 3.371 3.273
C -0.326 5.167 -0.592
C 0.091 3.981 1.919
C 2.956 -2.959 1.167
C 6.637 3.389 3.245
C -1.508 -0.372 -3.917
C -0.379 -3.002 -5.291
C 5.656 2.617 3.845
C 1.203 -0.894 0.472
C 4.166 3.079 2.010
C -2.476 -1.072 -1.653
C 0.175 3.881 -0.509
C 2.410 -0.631 1.102
C -3.510 1.570 -4.135
C 0.382 3.294 0.734
C 2.166 1.841 1.201
C -1.896 -4.343 -6.601
C -1.574 0.431 -5.066
C 6.373 4.006 2.030
C 1.942 1.810 -3.557
C -0.913 -4.612 -7.538
C 1.736 -3.256 0.581
C -0.412 5.274 1.800
C -3.428 0.762 -3.016
C 0.870 -2.229 0.247
C 4.876 4.483 0.050
C 4.417 2.472 3.238
C -1.194 -5.460 -8.748
C 4.629 -1.329 2.097
C -2.583 1.381 -5.156
C -4.566 2.635 -4.245
H 7.603 3.511 3.717
H -2.889 -4.761 -6.737
H 2.470 -2.963 -5.104
H 5.232 -0.638 1.497
H -0.089 -2.464 -0.201
H 2.584 3.770 0.863
H 4.153 5.301 0.127
H 5.790 4.894 -0.376
H -3.119 -2.288 -4.530
H 1.144 -4.287 -8.038
H 3.647 -3.755 1.424
H -0.728 -0.677 -6.712
H -1.485 -1.381 -1.310
H -0.667 5.814 2.705
H 4.463 3.747 -0.644
H -5.352 2.340 -4.944
H -2.215 -5.841 -8.734
H -0.108 2.366 3.350
H 2.685 -3.163 -6.844
H -4.115 0.911 -2.191
H -3.612 -3.979 -4.712
H -4.244 0.712 1.108
H 7.141 4.604 1.551
H -2.962 -0.542 -0.840
H -3.598 -0.373 3.682
H -1.063 -4.888 -9.669
H -2.632 2.008 -6.042
H 5.840 2.136 4.796
H 3.784 0.793 1.597
H 1.460 -4.286 0.389
H -5.030 2.823 -3.277
H 2.046 -1.650 -6.175
H -4.143 3.574 -4.605
H -0.516 -6.315 -8.797
H 0.368 3.300 -1.400
H -0.517 5.606 -1.563
H -0.164 3.991 4.036
H -1.037 6.863 0.513
H 2.888 2.284 -3.814
H 1.778 0.932 -4.184
H 1.115 2.498 -3.744
H 1.372 3.312 3.510
H 4.496 -0.873 3.083
H 3.632 1.903 3.721
H -2.426 -3.505 -3.479
H 0.426 0.338 -5.865
H -0.768 1.076 -6.945
H -3.025 -1.999 -1.846
H 5.220 -2.235 2.226
```

HOMO level (spin up / spin down)	-5.1 / -5.0	eV
spin multiplicity	2
energy relative to the best compared isomer or geometry (same formula, charge and spin)	0.368	eV
LUMO (spin up / spin down)	2.2 / 2.0	eV
total charge	-1

no.,maximum force (Eh/bohr)
1,0.0127
2,0.0115